#one
{"formula": "C3H11NO3", "method": "ωB97M-V/def2-TZVPD", "elements": ["O", "H", "C", "H", "H", "H", "N", "H", "C", "H", "H", "H", "H", "H", "O", "C", "O", "H"], "coordinates": [[0.6910, -2.6141, 1.7785], [0.7256, -1.7509, 1.3621], [0.5290, -0.9905, -1.7305], [0.6137, 1.6914, -2.0706], [0.8662, -1.9979, -1.4949], [1.0625, -2.4582, 2.6607], [-0.3497, -0.4657, -0.7318], [-0.0041, -0.9512, -2.7046], [-0.4591, 0.9521, -0.3922], [1.4774, -0.4599, -1.7030], [-1.1680, -0.9372, -0.3122], [-1.0094, 2.3891, -2.0747], [-1.1080, 1.1641, 2.9309], [-0.4437, -0.1616, 2.6804], [-0.9342, 1.1225, 0.6988], [-0.1134, 2.0001, -1.3702], [-0.4807, 0.5510, 3.3219], [0.1047, 2.9169, -0.8486]], "spin_multiplicity": 2, "lumo_ha": [-0.1691, -0.3417], "total_charge": 1}

=====

#two
{"formula": "C3H11NO3", "method": "ωB97M-V/def2-TZVPD", "elements": ["H", "C", "H", "C", "O", "H", "O", "H", "H", "H", "H", "H", "O", "C", "H", "H", "N", "H"], "coordinates": [[-0.7733, 2.0297, 0.9565], [0.5913, -0.1082, -1.1390], [-1.7773, -2.0638, -1.2352], [0.2803, 0.2945, 0.2951], [1.4095, 0.3776, 2.4965], [-2.9911, -2.1283, -0.3161], [-2.4001, -1.4998, -0.7555], [2.2018, 1.0437, 0.8569], [-0.5256, -0.3206, 0.7187], [0.7715, -0.2429, 2.8817], [-1.4022, 0.0811, -1.5272], [-0.4544, 1.9664, -0.6711], [-0.5491, 0.1882, -1.9736], [1.6000, 0.1891, 1.1440], [2.0037, -0.7755, 0.9215], [0.7819, -1.1510, -1.3356], [-0.1630, 1.6267, 0.2412], [1.3961, 0.4931, -1.5588]], "spin_multiplicity": 2, "lumo_ha": [-0.1198, -0.3116], "total_charge": 1}

=====

#three
{"formula": "C3H11NO3", "method": "ωB97M-V/def2-TZVPD", "elements": ["H", "H", "N", "H", "H", "H", "C", "C", "H", "C", "O", "H", "H", "O", "H", "H", "H", "O"], "coordinates": [[0.7675, 1.8352, -0.8169], [-1.1279, 0.9892, -0.5744], [0.5668, 0.0284, 0.1518], [1.1298, -0.8240, 0.0690], [0.7312, 0.7381, 1.8636], [2.1478, 1.2779, 0.2336], [-1.9203, -0.8085, 0.0227], [-0.7417, -0.0647, -0.5853], [-1.9445, -2.8516, -0.3651], [1.3901, 1.0355, -0.5158], [1.1763, 0.9660, 2.6646], [1.0727, 0.1653, 3.1866], [-2.8332, -0.8425, -0.5964], [2.0894, 0.4904, -1.6911], [-0.3868, -0.2888, -1.7012], [-2.2137, -0.5600, 1.0616], [1.5462, 0.9396, -2.5298], [-1.4497, -2.2253, 0.1226]], "spin_multiplicity": 2, "lumo_ha": [-0.1270, -0.3426], "total_charge": 1}

=====

Energetically preferred structure: #two | next structure: +49.5 kJ/mol

=====

#one
{"formula": "C3H9O2", "method": "ωB97M-V/def2-TZVPD", "elements": ["H", "H", "H", "C", "H", "H", "C", "H", "H", "O", "O", "H", "H", "C"], "coordinates": [[-0.2303, -1.7032, -0.5924], [-1.9659, 0.0082, 1.2655], [-1.9717, -1.7571, 1.3036], [-1.8088, -0.8788, 0.6621], [3.5110, 1.9963, 0.0947], [-2.5982, -0.8688, -0.0920], [-0.4089, -0.8608, 0.0719], [2.1871, 1.1437, -0.0316], [0.3319, 0.0823, -1.7165], [0.6464, 1.3732, -0.1088], [3.2004, 1.0793, 0.0126], [-1.1062, 0.8648, -0.9925], [0.3114, -0.9372, 0.8776], [-0.0983, 0.4580, -0.7542]], "spin_multiplicity": 1, "lumo_ha": 0.1596, "total_charge": -1}

=====

#two
{"formula": "C3H9O2", "method": "ωB97M-V/def2-TZVPD", "elements": ["H", "O", "H", "H", "H", "O", "C", "C", "H", "C", "H", "H", "H", "H"], "coordinates": [[0.5688, -0.9390, 1.2203], [2.1803, 3.1815, -0.0696], [1.5893, 2.4100, -0.1170], [0.7331, -1.6678, -1.1859], [-0.1843, 1.0128, -0.0190], [-2.1469, 0.3100, -0.2175], [-0.2393, -1.7996, -0.6782], [-0.3630, -1.0433, 0.6667], [-1.1536, -1.5667, 1.2394], [-0.9861, 0.3592, 0.4551], [2.5756, 3.1806, -0.9428], [-0.4976, -2.8592, -0.5952], [-1.0417, 0.7426, 1.5232], [-1.0346, -1.3210, -1.2794]], "spin_multiplicity": 1, "lumo_ha": 0.1374, "total_charge": -1}

=====

Energetically preferred structure: #one | next structure: +68.6 kJ/mol

=====

#one
{"formula": "C4H11O", "method": "ωB97M-V/def2-TZVPD", "elements": ["C", "H", "H", "H", "H", "H", "H", "C", "C", "H", "C", "H", "H", "O", "H", "H"], "coordinates": [[1.7663, 0.2021, -0.8733], [2.7570, 0.6322, -0.9330], [1.0823, 0.3591, -1.7995], [1.7087, 0.1978, 1.3150], [-3.3220, -1.7042, 0.5781], [1.0836, 2.5092, 1.5667], [-2.3290, -1.0118, -0.6396], [0.9758, 0.5135, 0.4478], [-2.5208, -2.0405, -0.0688], [0.0006, -0.1314, 0.5015], [0.6960, 2.0248, 0.5852], [-3.1164, -2.7341, -0.7597], [1.0856, 2.7043, -0.1745], [-1.4323, -2.6623, 0.3535], [-0.3996, 2.1330, 0.5994], [1.9642, -0.9918, -0.6987]], "spin_multiplicity": 1, "lumo_ha": 0.1385, "total_charge": -1}

=====

#two
{"formula": "C4H11O", "method": "ωB97M-V/def2-TZVPD", "elements": ["H", "H", "H", "H", "H", "H", "H", "O", "C", "H", "H", "C", "H", "C", "C", "H"], "coordinates": [[-1.9924, 1.5412, 0.1571], [-2.6093, 2.7280, 1.5898], [0.9281, -1.5791, -1.8027], [2.8078, -0.4731, -0.8369], [-3.3517, 1.1807, 1.0861], [-0.0699, -0.3471, -1.5841], [2.1218, 0.5848, -1.8741], [-1.4856, 1.0196, 2.1303], [0.7251, -0.8160, -1.0657], [1.8059, 0.9183, -0.1626], [-0.1145, -2.4074, 0.1929], [0.4216, -1.4556, 0.2674], [-0.1368, -0.7806, 0.8933], [1.9025, 0.1362, -0.9626], [-2.3193, 1.6038, 1.2493], [1.3666, -1.8538, 0.7227]], "spin_multiplicity": 1, "lumo_ha": 0.1452, "total_charge": -1}

=====

Energetically preferred structure: #two | next structure: +58.6 kJ/mol

=====

#one
{"formula": "C4H8O", "method": "ωB97M-V/def2-TZVPD", "elements": ["H", "H", "H", "H", "H", "H", "C", "C", "C", "C", "O", "H", "H"], "coordinates": [[1.1733, -2.1311, 0.1346], [-0.8790, 1.4554, 1.2843], [-0.4865, -2.7177, -0.0861], [-0.6063, 2.5326, -0.0832], [-0.0754, -1.6881, 1.3286], [0.7163, 2.3068, 1.0590], [0.2103, 0.7184, -0.3973], [0.1134, -1.8773, 0.2727], [-0.0808, -0.6948, -0.6078], [-0.1240, 1.7988, 0.5814], [-1.1774, 0.1537, -0.7384], [0.9805, 1.0569, -1.1161], [0.2357, -0.9135, -1.6318]], "spin_multiplicity": 1, "lumo_ha": 0.0381, "smiles": "C[C@@H]1O[C@@H]1C"}

=====

#two
{"formula": "C4H8O", "method": "ωB97M-V/def2-TZVPD", "elements": ["C", "H", "O", "H", "C", "C", "H", "H", "C", "H", "H", "H", "H"], "coordinates": [[-0.4502, -0.5950, -1.7900], [-0.3080, -1.6581, -1.5949], [-1.6684, -0.0504, -1.3060], [1.0423, 0.0859, 2.4558], [1.0127, 0.3581, 1.3963], [-0.4658, 0.3466, -0.6675], [1.1316, 1.4459, 1.3336], [-0.1526, -0.2582, -2.7820], [-0.3045, -0.0929, 0.7665], [-0.3975, -1.1836, 0.8180], [1.8803, -0.0999, 0.9094], [-0.1762, 1.3804, -0.8742], [-1.1438, 0.3213, 1.3350]], "spin_multiplicity": 1, "lumo_ha": 0.0426, "smiles": "CC[C@H]1CO1"}

=====

Energetically preferred structure: #two | next structure: +102.4 kJ/mol

=====

#one
{"formula": "C4H8O", "method": "ωB97M-V/def2-TZVPD", "elements": ["C", "H", "O", "H", "H", "H", "H", "H", "H", "C", "C", "C", "H"], "coordinates": [[-0.8952, -1.3369, 0.7782], [-1.9777, 0.4455, 0.4410], [-1.2476, -0.4254, 1.7855], [1.3564, -0.5445, -1.3668], [0.1995, 1.8788, 0.1649], [-1.5908, -2.0958, 0.4252], [0.5268, 0.8264, -2.1226], [0.1030, -1.6907, 1.0201], [2.0395, 1.0713, -1.2597], [1.0912, 0.5119, -1.2384], [0.3449, 0.7975, 0.0901], [-0.9612, 0.0598, 0.3709], [1.0111, 0.5020, 0.9116]], "spin_multiplicity": 1, "lumo_ha": 0.0408, "smiles": "CC[C@H]1CO1"}

=====

#two
{"formula": "C4H8O", "method": "ωB97M-V/def2-TZVPD", "elements": ["H", "C", "C", "C", "H", "H", "H", "H", "H", "O", "H", "H", "C"], "coordinates": [[1.2349, -0.9276, -1.3652], [1.1515, -0.0297, -0.7980], [1.1269, -0.0149, 0.6892], [-0.1048, 0.2490, -0.1187], [-1.0012, 1.9017, 0.5894], [1.4788, 0.7818, 1.4296], [-1.8015, -0.4370, 0.9162], [1.1431, -1.0402, 1.0938], [-0.8418, -1.6615, -0.0365], [-0.4815, 1.5955, -0.1823], [1.5008, 0.8240, -1.2750], [-2.0972, -0.5670, -0.8595], [-1.3080, -0.6741, -0.0830]], "spin_multiplicity": 1, "lumo_ha": 0.0364, "smiles": "CC1(O)CC1"}

=====

#three
{"formula": "C4H8O", "method": "ωB97M-V/def2-TZVPD", "elements": ["C", "H", "H", "C", "H", "H", "O", "C", "H", "H", "H", "H", "C"], "coordinates": [[-0.8429, -0.0950, 0.1369], [1.2086, -0.8653, 0.3463], [-2.4679, -1.4371, 0.6028], [-1.3807, -1.3508, 0.6875], [-1.1695, -1.2136, 1.7655], [0.4925, -0.5910, -1.2474], [0.3064, 2.0730, -1.0749], [1.1893, 1.2456, -0.3674], [2.1369, 1.2148, -0.9151], [-0.5743, 1.8239, -0.7331], [1.4024, 1.6422, 0.6394], [-0.8831, -2.2866, 0.3875], [0.5824, -0.1601, -0.2280]], "spin_multiplicity": 1, "lumo_ha": -0.0017}

=====

#four
{"formula": "C4H8O", "method": "ωB97M-V/def2-TZVPD", "elements": ["C", "C", "C", "H", "H", "H", "H", "H", "O", "C", "H", "H", "H"], "coordinates": [[-1.0031, 0.6328, -0.4904], [0.0697, -0.3643, -0.3668], [1.4431, 0.2864, -0.7220], [1.6959, 1.0763, -0.0169], [-1.9789, 0.1427, -0.6807], [-0.0711, -1.2410, -1.0247], [-1.4886, -0.0247, 1.4826], [-0.9653, -1.6637, 1.2960], [-0.8590, 1.7982, -0.1959], [-0.5945, -0.6391, 1.1932], [0.1286, -0.3768, 1.9652], [1.3615, 0.7955, -1.7042], [2.2885, -0.4063, -0.8332]], "spin_multiplicity": 1, "lumo_ha": 0.0367, "smiles": "CC(C)C=O"}

=====

Energetically preferred structure: #two | next structure: +8.3 kJ/mol

=====

#one
{"formula": "C4H8O", "method": "ωB97M-V/def2-TZVPD", "elements": ["H", "H", "C", "H", "H", "C", "C", "H", "O", "H", "H", "H", "C"], "coordinates": [[1.6704, -0.3949, -1.3766], [-1.3939, -1.6896, 0.3011], [0.9755, 0.8374, 0.3467], [-1.1085, -0.5913, 1.6740], [1.2059, 1.7621, -0.1754], [-0.1407, 0.0111, -0.2348], [-1.2375, -0.6440, 0.5877], [-2.1522, -0.1042, 0.3326], [-0.6412, 0.4735, -1.4641], [1.6207, -1.3068, 0.2148], [1.1299, 0.8709, 1.4228], [-1.1968, 1.2372, -1.2597], [1.2686, -0.4614, -0.3690]], "spin_multiplicity": 1, "lumo_ha": 0.0386, "smiles": "CC1(O)CC1"}

=====

#two
{"formula": "C4H8O", "method": "ωB97M-V/def2-TZVPD", "elements": ["C", "H", "H", "O", "H", "H", "H", "C", "H", "C", "H", "H", "C"], "coordinates": [[2.5064, 0.7899, 0.0054], [-4.2319, -0.7176, 0.4425], [-2.5829, 0.8087, -0.8050], [-1.1731, -0.7869, -1.1364], [1.8733, 0.6086, -0.8752], [-2.7870, -1.0685, 1.5433], [4.4956, 0.9104, -0.9396], [-2.1533, -0.2495, -0.5518], [1.8566, 1.1366, 0.8300], [3.8894, 0.7453, 0.0351], [-3.1274, -2.0474, 0.0398], [4.4822, 0.8648, 1.0230], [-3.0480, -0.9945, 0.3890]], "spin_multiplicity": 1, "lumo_ha": 0.0228, "smiles": "CC=O.C=C"}

=====

Energetically preferred structure: #one | next structure: +172.8 kJ/mol